[1]
{"formula": "C3H6N2S", "method": "the ωB97M-V functional and the def2-TZVPD basis", "species": ["S", "C", "N", "C", "C", "N", "H", "H", "H", "H", "H", "H"], "xyz": [[2.923, -0.009, 0.008], [1.279, 0.013, -0.086], [0.485, -1.057, 0.134], [-0.903, -0.725, -0.166], [-0.863, 0.761, 0.202], [0.505, 1.123, -0.272], [0.914, -1.991, -0.001], [-1.625, -1.311, 0.390], [-1.134, -0.981, -1.230], [-0.960, 0.878, 1.332], [-1.633, 1.325, -0.352], [1.012, 1.974, 0.040]], "atomic_forces_ev_per_a": [[0.4, 0.0, -0.2], [0.6, -0.1, 0.5], [0.2, -1.3, -0.4], [0.2, -0.5, -0.6], [-0.2, 0.5, 0.0], [-0.1, 0.3, 0.8], [-0.6, 1.1, 0.2], [0.1, 0.1, 0.5], [0.2, 0.8, 0.5], [0.0, 0.0, -1.4], [0.3, -0.1, 0.5], [-1.0, -0.8, -0.4]], "nbo_charge": [-0.244, 0.263, -0.604, -0.231, -0.232, -0.611, 0.423, 0.212, 0.190, 0.197, 0.217, 0.420], "homo_lumo_gap_ev": 9.00, "fmax_ev_per_a": 1.39, "e_tot_ev": -17023.8978, "e_above_lowest_kcal_mol": 3.30, "smiles": "S=C1NCCN1"}



[2]
{"formula": "C3H6N2S", "method": "the ωB97M-V functional and the def2-TZVPD basis", "species": ["C", "N", "C", "N", "C", "S", "H", "H", "H", "H", "H", "H"], "xyz": [[-0.341, 0.871, 1.549], [0.297, 1.039, 0.258], [0.345, 0.056, -0.558], [1.037, 0.004, -1.731], [-0.345, -1.213, -0.178], [-1.596, -1.796, -1.104], [-0.060, 1.755, 2.133], [-0.041, -0.037, 2.012], [-1.447, 0.894, 1.488], [1.283, 0.904, -2.092], [0.810, -0.707, -2.416], [0.058, -1.768, 0.640]], "atomic_forces_ev_per_a": [[-0.7, 1.4, -0.6], [0.5, 0.0, -1.3], [-0.6, -0.6, 1.6], [0.0, 0.3, -0.2], [-1.4, -0.7, -2.6], [1.4, 0.6, 1.4], [0.0, -0.5, 0.2], [0.3, -0.7, 0.8], [0.4, -0.1, -0.1], [0.2, 0.3, -0.3], [-0.2, 0.3, 0.4], [0.0, -0.3, 0.7]], "nbo_charge": [-0.439, -0.478, 0.352, -0.795, -0.290, 0.059, 0.210, 0.179, 0.196, 0.398, 0.401, 0.207], "homo_lumo_gap_ev": 8.09, "fmax_ev_per_a": 3.04, "e_tot_ev": -17022.4264, "e_above_lowest_kcal_mol": 37.23, "smiles": "C/N=C(/N)C=S"}



[3]
{"formula": "C3H6N2S", "method": "the ωB97M-V functional and the def2-TZVPD basis", "species": ["C", "C", "S", "C", "N", "N", "H", "H", "H", "H", "H", "H"], "xyz": [[-0.544, 2.294, 1.691], [-0.327, 1.352, 0.727], [-1.504, 0.073, 0.384], [-0.604, -1.209, -0.509], [0.606, -0.892, -0.810], [1.207, -1.826, -1.707], [-1.520, 2.391, 2.321], [0.113, 3.205, 1.711], [0.503, 1.264, 0.093], [-1.227, -1.956, -0.870], [1.005, -2.907, -1.442], [2.292, -1.788, -1.589]], "atomic_forces_ev_per_a": [[-0.9, 0.3, -0.9], [-1.7, 0.5, 2.0], [-0.5, -0.5, 0.3], [2.2, 4.6, 1.0], [-0.9, -2.5, -0.5], [2.3, -2.8, 1.1], [2.0, -0.6, -1.2], [-0.5, -1.2, 0.2], [1.2, 0.4, -0.6], [-0.8, -1.7, -0.6], [0.2, 3.3, -0.6], [-2.7, 0.3, -0.2]], "nbo_charge": [-0.417, -0.350, 0.239, -0.088, -0.272, -0.663, 0.212, 0.213, 0.237, 0.192, 0.335, 0.363], "homo_lumo_gap_ev": 8.91, "fmax_ev_per_a": 5.16, "e_tot_ev": -17020.8156, "e_above_lowest_kcal_mol": 74.38, "smiles": "C=CS/C=N/N"}



[4]
{"formula": "C3H6N2S", "method": "the ωB97M-V functional and the def2-TZVPD basis", "species": ["N", "C", "S", "N", "C", "C", "H", "H", "H", "H", "H", "H"], "xyz": [[1.232, 1.398, -0.133], [1.169, 0.093, -0.232], [2.473, -0.945, -0.013], [-0.111, -0.266, -0.627], [-0.904, -1.380, -0.126], [-1.219, 0.029, 0.264], [1.984, 1.899, 0.233], [0.524, 2.063, -0.356], [-0.581, -2.007, 0.693], [-1.552, -1.841, -0.861], [-2.062, 0.582, -0.141], [-0.952, 0.375, 1.299]], "atomic_forces_ev_per_a": [[0.0, 2.2, 0.2], [0.3, -1.9, -0.3], [-1.0, 0.6, 0.0], [-0.5, -0.7, 0.3], [-0.3, 0.6, 0.2], [-0.1, 0.7, 0.8], [1.9, -0.1, 0.5], [-1.1, -0.5, -0.4], [0.5, -0.1, -0.2], [0.2, -0.1, 0.0], [0.1, -0.2, -0.2], [-0.2, -0.6, -1.0]], "nbo_charge": [-0.770, 0.290, -0.234, -0.431, -0.224, -0.254, 0.403, 0.392, 0.220, 0.210, 0.200, 0.199], "homo_lumo_gap_ev": 9.08, "fmax_ev_per_a": 2.23, "e_tot_ev": -17022.4886, "e_above_lowest_kcal_mol": 35.80, "smiles": "NC(=S)N1CC1"}



[5]
{"formula": "C3H6N2S", "method": "the ωB97M-V functional and the def2-TZVPD basis", "species": ["C", "C", "C", "N", "N", "S", "H", "H", "H", "H", "H", "H"], "xyz": [[-0.892, 0.479, 2.900], [2.347, -0.585, -0.705], [0.946, -0.792, -1.140], [-0.549, 0.472, 1.817], [0.142, 0.347, -0.564], [3.756, -0.543, -0.155], [-1.285, 0.302, 3.884], [0.592, -1.866, -0.976], [0.729, -0.740, -2.291], [-0.004, 0.333, 0.549], [-0.786, 0.150, -0.945], [0.535, 1.311, -0.893]], "atomic_forces_ev_per_a": [[-0.5, -0.6, 0.4], [1.9, -1.1, 0.4], [-0.1, 0.2, -2.0], [0.2, 0.2, 0.8], [0.9, 0.1, -1.3], [-2.5, 0.1, -1.1], [0.0, 0.4, 0.2], [0.3, 1.4, 0.8], [1.4, 0.1, 1.7], [-0.2, 0.3, -0.3], [-0.3, 0.9, 0.0], [-1.2, -2.0, 0.5]], "nbo_charge": [0.369, -0.004, -0.413, -0.474, -0.716, 0.887, 0.294, 0.350, 0.343, 0.442, 0.456, 0.465], "homo_lumo_gap_ev": 10.67, "charge": 2, "fmax_ev_per_a": 2.71, "e_tot_ev": -17002.6086, "e_above_lowest_kcal_mol": 14.64}



[6]
{"formula": "C3H6N2S2", "method": "the ωB97M-V functional and the def2-TZVPD basis", "species": ["H", "N", "C", "N", "C", "C", "S", "S", "H", "H", "H", "H", "H"], "xyz": [[0.421, 2.454, 0.476], [1.221, 1.847, 0.595], [0.842, 0.609, 0.459], [1.863, -0.221, 0.709], [-0.740, -0.004, 0.642], [-0.964, -0.955, -0.601], [-0.052, -2.315, -0.784], [-2.297, -0.232, -1.418], [1.766, -1.088, -0.068], [2.572, 0.291, 0.321], [-1.504, 0.859, 0.577], [-0.946, -0.422, 1.654], [-2.184, -0.825, -2.562]], "atomic_forces_ev_per_a": [[-0.2, 0.4, 0.2], [-2.1, -0.8, -1.4], [-2.7, 2.6, 3.2], [-1.2, -6.7, -3.1], [0.9, 1.6, -1.5], [0.5, 0.3, 2.4], [-1.1, 0.7, -0.7], [0.1, 0.3, 0.4], [0.2, 2.3, 3.1], [3.2, 1.4, -0.5], [1.5, -1.0, 0.0], [0.9, -0.3, -0.9], [0.0, -0.9, -1.2]], "nbo_charge": [0.330, -0.693, 0.455, -0.793, -0.535, -0.297, 0.018, 0.166, 0.364, 0.378, 0.219, 0.263, 0.126], "homo_lumo_gap_ev": 8.29, "fmax_ev_per_a": 7.49, "e_tot_ev": -27856.6562, "e_above_lowest_kcal_mol": 56.28, "smiles": "[H]/N=C(/N)CC(=S)S"}



[7]
{"formula": "C3H6N2S2", "method": "the ωB97M-V functional and the def2-TZVPD basis", "species": ["C", "C", "C", "N", "N", "S", "S", "H", "H", "H", "H", "H", "H"], "xyz": [[1.163, -0.579, -0.128], [-2.016, 0.388, 0.396], [1.325, 0.605, -0.995], [1.352, -0.380, 1.127], [1.283, 0.103, 2.161], [-2.512, 0.387, -1.182], [-1.789, -1.067, 1.314], [1.049, -1.548, -0.557], [-2.095, 1.331, 0.925], [0.361, 1.124, -1.161], [1.762, 0.363, -1.950], [1.981, 1.409, -0.420], [-1.864, -2.137, 0.468]], "atomic_forces_ev_per_a": [[0.7, -0.2, -0.4], [-1.7, -1.3, -2.3], [0.6, 2.8, 1.2], [-1.3, 0.8, 0.9], [0.7, -0.8, -0.3], [0.7, 0.2, 1.0], [0.3, 0.2, 1.2], [0.0, -0.6, 0.4], [0.6, -0.2, 0.6], [0.3, -0.3, -0.1], [0.3, 0.0, -0.3], [-1.1, -1.6, -1.4], [-0.2, 1.1, -0.4]], "nbo_charge": [-0.245, -0.488, -0.630, 0.046, -0.056, -0.010, 0.112, 0.225, 0.235, 0.220, 0.224, 0.213, 0.152], "homo_lumo_gap_ev": 7.52, "fmax_ev_per_a": 3.12, "e_tot_ev": -27855.6182, "e_above_lowest_kcal_mol": 80.22}



[8]
{"formula": "C3H6N2S2", "method": "the ωB97M-V functional and the def2-TZVPD basis", "species": ["C", "N", "N", "C", "S", "C", "S", "H", "H", "H", "H", "H", "H"], "xyz": [[2.060, 0.117, 0.208], [0.709, 0.357, -0.423], [-0.170, -0.701, -0.243], [-1.460, -0.556, 0.092], [-2.367, -1.867, -0.202], [-2.143, 0.755, 0.730], [-2.191, 2.031, -0.360], [2.767, 0.826, -0.341], [2.197, 0.204, 1.398], [2.495, -0.842, -0.078], [0.825, 0.462, -1.413], [-0.134, -1.565, -0.977], [-2.586, 0.778, 1.609]], "atomic_forces_ev_per_a": [[1.0, 0.9, 0.2], [1.3, 0.0, 1.7], [0.5, -1.6, -2.3], [-1.2, 1.2, 1.7], [-1.6, -0.5, 0.1], [3.8, 0.2, -8.1], [-0.1, -1.8, 2.0], [-1.0, -0.5, 1.2], [-0.9, 0.2, -2.9], [-0.3, -0.4, 0.2], [0.2, 0.4, -0.4], [0.3, 2.3, 2.4], [-2.0, -0.3, 4.2]], "nbo_charge": [-0.433, -0.446, -0.443, 0.049, -0.105, -0.235, 0.079, 0.208, 0.216, 0.181, 0.354, 0.385, 0.191], "homo_lumo_gap_ev": 7.66, "fmax_ev_per_a": 8.93, "e_tot_ev": -27855.4319, "e_above_lowest_kcal_mol": 84.52, "smiles": "CNNC(=S)C=S"}



[9]
{"formula": "C3H6N2S2", "method": "the ωB97M-V functional and the def2-TZVPD basis", "species": ["C", "C", "N", "S", "N", "C", "S", "H", "H", "H", "H", "H", "H"], "xyz": [[0.408, 1.601, 0.077], [-0.391, 0.297, -0.132], [-1.633, 0.580, -0.427], [-2.940, -0.715, -0.278], [0.131, -0.830, 0.282], [1.417, -1.222, 0.272], [2.710, -0.513, -0.549], [-0.362, 2.461, -0.113], [1.383, 1.845, -0.607], [0.735, 1.691, 1.209], [-2.455, -1.697, -1.119], [-0.611, -1.344, 0.614], [1.606, -2.154, 0.771]], "atomic_forces_ev_per_a": [[1.1, 2.6, -0.3], [-1.6, 5.9, -1.0], [0.0, -2.1, 0.5], [1.9, 0.5, -0.6], [1.6, -1.1, -0.2], [2.2, 0.7, -1.5], [-1.6, -1.0, 1.1], [1.5, -1.6, 0.4], [-2.6, -1.0, 1.7], [-0.6, -0.4, -2.3], [-0.2, 0.6, 0.5], [-1.5, -2.7, 1.2], [-0.2, -0.3, 0.4]], "nbo_charge": [-0.691, 0.428, -0.537, 0.065, -0.608, -0.045, -0.098, 0.252, 0.265, 0.233, 0.113, 0.416, 0.207], "homo_lumo_gap_ev": 8.41, "fmax_ev_per_a": 6.15, "e_tot_ev": -27856.7748, "e_above_lowest_kcal_mol": 53.55, "smiles": "C/C(=N/S)NC=S"}



[10]
{"formula": "C3H6N2S2", "method": "the ωB97M-V functional and the def2-TZVPD basis", "species": ["C", "C", "S", "N", "N", "C", "S", "H", "H", "H", "H", "H", "H"], "xyz": [[1.051, -1.716, 1.030], [-0.097, -0.773, 0.759], [-1.499, -0.750, 1.646], [0.065, 0.055, -0.273], [-0.967, 0.881, -0.679], [-0.733, 1.987, -1.375], [0.710, 2.428, -1.933], [0.660, -2.647, 1.470], [1.695, -1.213, 1.729], [1.589, -1.962, 0.082], [0.937, 0.334, -0.754], [-1.798, 0.766, -0.165], [-1.614, 2.611, -1.536]], "atomic_forces_ev_per_a": [[-0.4, -0.3, -1.0], [-0.4, -0.2, 0.1], [0.2, -0.3, 0.0], [0.3, 0.7, -0.9], [0.9, 0.2, -0.2], [-0.5, 0.1, 0.2], [1.2, 0.4, -0.6], [0.2, 0.5, -0.1], [0.5, 0.0, 0.3], [-0.3, 0.3, 0.8], [-0.4, -0.5, 0.4], [-1.2, -0.5, 0.9], [-0.1, -0.3, 0.1]], "nbo_charge": [-0.671, 0.125, -0.196, -0.421, -0.388, -0.101, -0.151, 0.255, 0.243, 0.223, 0.436, 0.430, 0.216], "homo_lumo_gap_ev": 8.84, "fmax_ev_per_a": 1.54, "e_tot_ev": -27858.0633, "e_above_lowest_kcal_mol": 23.83, "smiles": "CC(=S)NNC=S"}